# 1
21
Properties=species:S:1:pos:R:3:nbo_charge:R:1 method="wB97M-V/def2-TZVPD" energy_ha=-511.126719 homo_energy_ha=-0.335 smiles="N=C(N)N.O.O.O.O" de_lowest_kcal_mol=17.0 spin_multiplicity=1
N -1.397 0.372 1.585 -0.82
C -0.586 0.662 0.542 0.58
N -1.217 0.830 -0.717 -0.89
N 0.713 0.774 0.491 -0.79
H -2.282 -0.124 1.350 0.39
H -0.860 -0.071 2.255 0.39
H -0.542 1.213 -1.391 0.44
H -2.020 1.411 -0.649 0.37
H 1.055 0.606 1.414 0.33
H 1.199 -0.065 -2.642 0.52
H 1.450 1.252 -3.432 0.47
O 0.758 0.827 -2.926 -1.00
H 1.316 -0.135 4.692 0.48
H 0.831 1.339 4.310 0.49
O 1.166 0.494 4.015 -0.97
H 0.853 -1.901 -1.272 0.50
H 1.937 -0.947 -0.476 0.50
O 1.743 -1.426 -1.372 -1.00
H -1.851 -2.220 -1.773 0.45
H -1.195 -0.962 -1.941 0.49
O -1.072 -1.931 -2.064 -0.95

***

# 2
19
Properties=species:S:1:pos:R:3:nbo_charge:R:1 method="wB97M-V/def2-TZVPD" energy_ha=-1258.529432 homo_energy_ha="-0.270 / -0.269" de_lowest_kcal_mol=50.9 spin_multiplicity=1
C 1.772 1.280 1.363 -1.11
N -1.013 -0.964 -0.608 -1.73
Si -2.140 -0.808 0.706 1.12
Si 0.063 -2.329 -0.610 1.12
Si 1.586 2.536 -0.043 0.76
Si -0.823 0.327 -1.773 0.96
H 2.410 1.643 2.165 0.24
H 0.804 1.035 1.791 0.24
H 2.206 0.357 0.991 0.24
H -3.229 -1.771 0.515 -0.18
H -2.645 0.562 0.679 -0.17
H -1.451 -1.080 1.967 -0.19
H 1.036 -2.193 0.477 -0.19
H -0.727 -3.547 -0.432 -0.18
H 0.754 -2.335 -1.897 -0.17
H 2.858 2.779 -0.727 -0.18
H 1.000 3.799 0.407 -0.18
H -0.342 -0.272 -3.017 -0.19
H -2.119 0.982 -1.954 -0.19

***

# 3
20
Properties=species:S:1:pos:R:3:nbo_charge:R:1 method="wB97M-V/def2-TZVPD" energy_ha=-820.326327 homo_energy_ha=-0.152 charge=-1 de_lowest_kcal_mol=27.7 spin_multiplicity=1
C -0.303 -2.558 1.195 -0.68
S 0.073 -0.670 1.425 -0.73
H 0.231 -2.972 2.084 0.19
H -1.339 -2.909 1.210 0.19
H 0.183 -2.836 0.258 0.20
H -0.328 -1.095 -1.223 0.48
H -1.581 -0.761 -1.738 0.46
O -0.960 -1.526 -1.806 -0.95
H -2.905 0.864 1.250 0.44
H -1.734 0.003 1.872 0.47
O -2.572 0.687 2.136 -1.04
H 2.310 2.233 1.015 0.48
H 1.076 1.408 0.683 0.51
O 1.642 2.122 0.332 -1.00
H 0.244 2.534 -0.997 0.49
H -1.046 1.672 -0.877 0.47
O -0.649 2.402 -1.376 -0.97
H 2.245 -0.215 -2.049 0.47
H 2.518 1.123 -1.384 0.49
O 2.896 0.495 -2.011 -0.97

***

# 4
21
Properties=species:S:1:pos:R:3:lowdin_spin:R:1 method="wB97M-V/def2-TZVPD" s_squared=3.7581 energy_ha=-624.999988 homo_energy_ha="-0.121 / -0.297" spin_multiplicity=4
Pd 15.080 17.494 -19.225 1.67
C 15.401 20.736 -20.292 0.03
O 15.908 19.366 -20.272 0.30
H 15.400 21.197 -21.280 0.01
H 14.369 20.706 -19.943 0.01
H 15.977 21.493 -19.760 0.00
O 17.052 16.364 -18.800 0.08
H 18.007 16.430 -18.784 0.01
H 16.868 15.472 -18.504 0.02
O 14.245 15.569 -18.265 0.16
H 13.925 14.690 -18.470 0.04
H 13.791 15.807 -17.456 0.09
O 12.988 18.161 -19.114 0.15
H 12.324 17.834 -18.508 0.07
H 12.506 18.730 -19.714 0.02
O 15.076 18.189 -17.138 0.15
H 14.291 18.361 -16.617 0.06
H 15.798 18.504 -16.594 0.03
O 15.341 16.377 -21.065 0.08
H 15.512 16.827 -21.892 0.01
H 15.880 15.587 -21.105 0.02